No. 1
This record from the Open Molecules 2025 dataset describes a cluster of 18 separate species, C72H198N18O18 in total in a non-equilibrium geometry. The level of theory is ωB97M-V with the def2-TZVPD basis set.

The net charge is 0. As for the energy above the lowest of the compared OMol25 structures with the same formula, charge and spin: 88.9 kcal per mole. For the HOMO-LUMO gap, the calculation gives 8.86 eV. For the LUMO energy, the calculation gives 0.518 eV. The value obtained for the largest force on an atom is 4.50 eV/Å. As for the multiplicity: 1. For the HOMO energy, the calculation gives -8.34 eV.

Cartesian coordinates (Å):
C -4.007 0.582 -4.390
C -4.652 -0.761 -4.020
C -5.815 -1.121 -4.879
O -6.704 -0.019 -4.950
C -7.970 -0.370 -5.392
N -3.608 -1.829 -4.105
H -4.852 1.271 -4.692
H -3.418 0.352 -5.305
H -3.383 0.891 -3.518
H -4.912 -0.757 -3.003
H -6.332 -2.038 -4.554
H -5.483 -1.310 -5.909
H -8.483 -1.118 -4.805
H -7.886 -0.723 -6.459
H -8.578 0.528 -5.355
H -3.971 -2.645 -3.643
H -2.809 -1.573 -3.561
C -0.360 3.493 -4.036
C -1.261 4.561 -3.329
C -2.692 3.987 -3.280
O -3.608 5.031 -2.872
C -4.888 4.607 -2.656
N -0.765 4.645 -1.965
H -0.188 2.729 -3.274
H 0.623 3.895 -4.275
H -0.778 3.185 -5.012
H -1.334 5.508 -3.817
H -2.733 3.150 -2.608
H -3.093 3.591 -4.270
H -5.330 4.044 -3.497
H -5.506 5.495 -2.501
H -5.026 4.084 -1.685
H 0.219 4.780 -1.960
H -1.192 5.471 -1.551
C -0.121 -7.524 1.030
C -0.859 -6.519 0.140
C -0.288 -5.134 0.056
O -0.219 -4.586 1.309
C 0.123 -3.207 1.345
N -0.946 -7.187 -1.213
H -0.102 -7.294 2.130
H 0.904 -7.545 0.636
H -0.598 -8.450 0.864
H -1.856 -6.334 0.542
H -1.033 -4.578 -0.560
H 0.730 -5.134 -0.371
H -0.573 -2.647 0.765
H 1.128 -3.023 0.862
H 0.248 -2.908 2.385
H -0.029 -6.939 -1.670
H -0.912 -8.213 -1.104
C -3.393 -2.337 0.713
C -4.044 -3.642 0.166
C -5.550 -3.813 0.601
O -5.841 -3.057 1.764
C -6.197 -3.853 2.913
N -4.073 -3.664 -1.283
H -2.510 -2.229 0.047
H -3.196 -2.491 1.764
H -4.046 -1.494 0.580
H -3.474 -4.498 0.556
H -5.854 -4.836 0.832
H -6.109 -3.344 -0.173
H -6.355 -3.185 3.722
H -5.371 -4.528 3.157
H -7.053 -4.462 2.663
H -3.419 -4.360 -1.697
H -4.970 -3.967 -1.674
C 5.753 4.295 -4.777
C 6.164 3.075 -3.935
C 4.987 2.160 -3.539
O 4.160 2.682 -2.523
C 3.396 1.682 -1.961
N 7.089 2.222 -4.763
H 5.275 5.085 -4.212
H 5.101 4.069 -5.570
H 6.617 4.749 -5.194
H 6.602 3.410 -2.988
H 5.353 1.196 -3.201
H 4.373 1.919 -4.448
H 4.049 1.233 -1.177
H 3.066 0.883 -2.598
H 2.478 2.069 -1.584
H 6.595 1.813 -5.550
H 7.376 1.420 -4.172
C 6.191 2.260 6.402
C 4.809 2.104 5.764
C 4.990 1.247 4.577
O 3.822 1.231 3.832
C 3.940 0.711 2.548
N 3.843 1.635 6.810
H 6.181 2.600 7.459
H 6.764 3.045 5.751
H 6.701 1.263 6.418
H 4.422 3.087 5.457
H 5.184 0.246 4.933
H 5.870 1.628 4.017
H 3.813 -0.352 2.573
H 4.903 0.939 2.085
H 3.200 1.167 1.873
H 2.902 1.645 6.413
H 4.019 0.702 7.093
C -8.279 0.946 0.245
C -7.488 0.857 -1.035
C -6.009 0.607 -0.817
O -5.393 1.788 -0.232
C -4.034 1.437 -0.134
N -8.006 -0.148 -2.000
H -8.301 -0.026 0.859
H -9.256 1.286 0.005
H -7.805 1.699 0.818
H -7.531 1.703 -1.619
H -5.495 0.245 -1.730
H -5.869 -0.177 0.001
H -3.522 2.277 0.320
H -3.561 1.127 -1.085
H -3.913 0.624 0.568
H -7.862 -1.117 -1.666
H -7.502 -0.001 -2.859
C 0.374 0.419 1.956
C 0.274 1.265 0.743
C -0.554 0.525 -0.302
O 0.011 -0.661 -0.855
C -0.649 -1.026 -2.061
N -0.346 2.525 0.973
H 0.802 -0.607 1.728
H -0.592 0.297 2.454
H 1.113 0.826 2.694
H 1.242 1.298 0.349
H -0.691 1.213 -1.186
H -1.498 0.266 0.129
H -1.704 -1.100 -1.951
H -0.186 -1.956 -2.315
H -0.467 -0.239 -2.798
H 0.075 3.063 1.720
H -0.481 3.060 0.144
C 1.695 5.245 5.340
C 1.180 3.992 4.556
C -0.101 3.328 5.073
O 0.337 2.777 6.306
C -0.344 3.216 7.448
N 0.963 4.265 3.141
H 2.028 5.055 6.432
H 0.965 5.976 5.196
H 2.660 5.438 4.786
H 1.881 3.151 4.575
H -0.366 2.501 4.408
H -0.948 4.023 5.220
H -0.198 4.290 7.571
H 0.080 2.696 8.265
H -1.392 3.073 7.422
H 1.831 4.475 2.668
H 0.445 5.190 3.002
C 1.413 0.519 -6.690
C 0.325 -0.484 -7.108
C 0.741 -1.355 -8.297
O 1.903 -2.128 -7.965
C 2.135 -3.208 -8.823
N 0.008 -1.282 -5.896
H 1.009 1.376 -6.174
H 1.994 0.890 -7.593
H 2.057 0.135 -5.918
H -0.576 0.141 -7.298
H 1.007 -0.714 -9.172
H -0.027 -2.034 -8.611
H 1.348 -3.938 -8.763
H 3.059 -3.711 -8.555
H 2.166 -2.851 -9.853
H -0.860 -1.751 -6.002
H 0.689 -1.976 -5.727
C 7.482 -0.370 -1.182
C 7.280 -1.533 -0.212
C 5.899 -2.190 -0.439
O 4.815 -1.218 -0.453
C 3.541 -1.797 -0.776
N 8.318 -2.527 -0.332
H 8.423 0.138 -1.057
H 6.642 0.290 -0.908
H 7.344 -0.674 -2.247
H 7.261 -1.076 0.832
H 5.649 -2.878 0.352
H 5.909 -2.599 -1.443
H 3.521 -2.025 -1.828
H 2.665 -1.114 -0.513
H 3.322 -2.647 -0.140
H 8.373 -3.127 0.452
H 9.261 -2.052 -0.499
C 3.951 -2.574 6.389
C 3.320 -3.107 5.147
C 2.280 -2.157 4.589
O 1.027 -2.150 5.247
C 0.537 -0.860 5.530
N 4.354 -3.217 4.052
H 3.249 -2.365 7.235
H 4.445 -1.627 6.107
H 4.790 -3.151 6.734
H 2.801 -4.080 5.247
H 2.073 -2.297 3.497
H 2.755 -1.207 4.739
H 0.310 -0.269 4.587
H 1.207 -0.304 6.160
H -0.413 -0.966 6.075
H 5.149 -3.750 4.365
H 4.093 -3.847 3.307
C -4.990 2.255 3.498
C -4.716 0.811 3.880
C -5.517 0.434 5.048
O -5.083 0.934 6.346
C -3.843 0.544 6.938
N -5.048 0.059 2.643
H -5.954 2.098 3.053
H -4.251 2.577 2.717
H -4.954 2.920 4.389
H -3.616 0.756 4.015
H -5.490 -0.644 5.113
H -6.495 0.751 4.805
H -3.995 0.725 7.937
H -2.965 0.956 6.428
H -3.835 -0.604 6.915
H -5.279 -0.895 2.883
H -5.951 0.335 2.238
C 2.079 6.788 -0.069
C 3.108 5.658 -0.520
C 3.404 4.535 0.511
O 4.001 5.110 1.644
C 4.694 4.142 2.476
N 2.481 5.043 -1.675
H 2.068 7.585 -0.813
H 2.384 7.188 0.914
H 1.082 6.390 0.024
H 3.977 6.180 -0.831
H 4.118 3.827 0.039
H 2.510 4.027 0.813
H 4.096 3.485 3.113
H 5.367 4.682 3.149
H 5.214 3.443 1.798
H 3.202 4.549 -2.206
H 2.147 5.763 -2.323
C 5.706 -3.155 -3.990
C 5.285 -2.041 -4.908
C 6.331 -1.671 -5.983
O 7.438 -1.057 -5.382
C 8.309 -0.499 -6.324
N 4.093 -2.454 -5.642
H 6.677 -2.944 -3.553
H 5.945 -4.041 -4.667
H 4.918 -3.401 -3.311
H 5.100 -1.134 -4.351
H 5.995 -0.976 -6.808
H 6.577 -2.592 -6.521
H 8.985 0.113 -5.737
H 7.838 0.200 -7.030
H 8.811 -1.239 -6.972
H 3.417 -1.638 -5.693
H 4.364 -2.707 -6.603
C -1.348 -5.410 6.815
C -1.361 -5.296 5.251
C -2.056 -3.973 4.848
O -3.429 -4.246 5.279
C -4.148 -3.054 5.267
N 0.078 -5.277 4.677
H -0.471 -4.914 7.190
H -1.226 -6.468 7.086
H -2.300 -5.088 7.220
H -1.898 -6.123 4.721
H -2.032 -3.714 3.778
H -1.571 -3.161 5.378
H -3.963 -2.571 4.254
H -3.793 -2.377 6.088
H -5.219 -3.127 5.395
H -0.024 -5.414 3.680
H 0.596 -6.080 5.062
C -3.895 5.792 0.958
C -2.678 5.770 1.843
C -2.713 6.910 2.815
O -1.430 7.087 3.413
C -1.381 8.143 4.348
N -2.451 4.493 2.466
H -4.366 4.794 0.991
H -3.598 6.016 -0.079
H -4.708 6.441 1.196
H -1.792 6.026 1.223
H -3.454 6.707 3.588
H -3.020 7.907 2.326
H -1.501 9.184 3.845
H -0.386 8.083 4.874
H -2.165 8.032 5.078
H -2.237 3.721 1.849
H -1.692 4.482 3.157
C -2.628 -4.859 -5.702
C -2.116 -5.481 -4.447
C -1.173 -4.548 -3.806
O 0.105 -4.548 -4.458
C 1.030 -3.810 -3.795
N -3.164 -5.834 -3.491
H -1.815 -4.475 -6.355
H -3.251 -4.006 -5.437
H -3.184 -5.555 -6.249
H -1.469 -6.370 -4.713
H -0.956 -4.832 -2.722
H -1.690 -3.542 -3.782
H 2.006 -3.944 -4.306
H 1.164 -4.212 -2.726
H 0.760 -2.702 -3.735
H -3.907 -6.349 -3.940
H -2.810 -6.447 -2.758

=====

No. 2
This record from the Open Molecules 2025 dataset describes a structure of composition C7H15F2N7O3RhSe. The level of theory is ωB97M-V with the def2-TZVPD basis set.

The net charge is +1. As for the energy above the lowest of the compared OMol25 structures with the same formula, charge and spin: 0.0 kcal per mole. For the HOMO-LUMO gap (alpha / beta), the calculation gives 7.59 / 6.10 eV. For the LUMO energy (alpha / beta), the calculation gives -2.690 / -6.108 eV. The value obtained for the largest force on an atom is 0.15 eV/Å. As for the expectation value of S²: 6.015. As for the multiplicity: 5. For the HOMO energy (alpha / beta), the calculation gives -10.28 / -12.21 eV.

Cartesian coordinates (Å):
Rh -0.726 0.595 0.792
N 1.420 1.331 1.706
N 1.666 2.639 1.298
C 0.934 3.216 0.322
N 1.239 4.468 0.005
N -0.024 2.452 -0.221
N -0.727 2.910 -1.326
O -1.521 2.114 -1.774
O -0.535 4.022 -1.791
H 1.184 1.301 2.693
H 2.201 0.726 1.483
H 2.320 3.202 1.819
H 2.018 4.930 0.440
H 0.738 4.902 -0.756
Se -5.481 0.357 -0.920
C -3.766 0.077 -0.465
N -2.661 -0.106 -0.174
F -2.281 2.042 2.590
C -1.475 0.932 2.759
F -0.529 1.297 3.710
H -2.084 0.153 3.227
C 0.651 -4.087 -1.834
N 0.719 -3.168 -0.704
C 1.217 -3.713 0.556
C 0.349 -1.894 -0.764
C -0.221 -1.352 -2.047
O 0.500 -1.158 0.240
H 1.518 -4.744 -1.804
H 0.669 -3.551 -2.777
H -0.253 -4.696 -1.784
H 1.024 -4.783 0.571
H 0.706 -3.240 1.390
H 2.289 -3.542 0.656
H -1.039 -1.970 -2.413
H 0.549 -1.319 -2.820
H -0.590 -0.343 -1.880

=====

No. 3
This record from the Open Molecules 2025 dataset describes a cluster of 2 separate species, C2H7NO in total in a non-equilibrium geometry. The level of theory is ωB97M-V with the def2-TZVPD basis set.

The net charge is 0. As for the energy above the lowest of the compared OMol25 structures with the same formula, charge and spin: 27.1 kcal per mole. Its structure (SMILES) is C=CO.N. For the HOMO-LUMO gap, the calculation gives 9.66 eV. For the LUMO energy, the calculation gives 0.874 eV. The value obtained for the largest force on an atom is 3.49 eV/Å. As for the multiplicity: 1. For the HOMO energy, the calculation gives -8.78 eV.

Cartesian coordinates (Å):
C 1.321 -0.027 1.190
C 1.590 0.375 -0.034
O 0.882 -0.124 -1.157
H 2.029 0.130 1.997
H 0.360 -0.485 1.401
H 2.485 0.792 -0.505
H -0.006 -0.305 -0.803
N -1.922 -0.138 -0.385
H -2.148 -1.021 -0.821
H -1.936 0.588 -1.100
H -2.656 0.214 0.218

=====

No. 4
This record from the Open Molecules 2025 dataset describes a cluster of 2 separate species, C34H41N4OS in total in a non-equilibrium geometry. The level of theory is ωB97M-V with the def2-TZVPD basis set.

The net charge is +1. For the HOMO-LUMO gap, the calculation gives 4.65 eV. For the LUMO energy, the calculation gives -4.545 eV. The value obtained for the largest force on an atom is 2.61 eV/Å. As for the multiplicity: 1. For the HOMO energy, the calculation gives -9.20 eV.

Cartesian coordinates (Å):
C -4.224 -1.842 3.638
S -2.967 -2.227 2.375
C -4.016 -2.999 1.098
C -2.610 -0.759 1.610
C -2.285 0.425 2.314
C -2.634 1.682 1.734
C -2.333 2.865 2.371
C -1.630 2.841 3.585
C -1.269 4.069 4.238
N -0.954 5.044 4.804
C -1.307 1.617 4.197
C -1.642 0.423 3.589
H -3.790 -1.174 4.390
H -5.095 -1.382 3.159
H -4.476 -2.809 4.092
H -3.439 -3.069 0.173
H -4.248 -4.006 1.469
H -4.921 -2.390 0.970
H -2.864 -0.710 0.554
H -3.216 1.651 0.815
H -2.683 3.821 1.959
H -0.831 1.634 5.185
H -1.431 -0.521 4.085
C 3.889 2.832 -3.402
N 3.211 2.446 -2.185
C 3.346 3.161 -1.026
O 4.091 4.123 -0.865
C 2.440 2.508 0.014
C 1.286 3.400 0.475
C 1.834 4.634 1.167
C 2.315 4.530 2.479
C 2.873 5.653 3.105
C 2.946 6.869 2.418
C 2.498 6.962 1.092
C 1.951 5.841 0.469
N 1.999 1.300 -0.676
C 1.161 0.430 -0.078
C 0.666 -0.708 -0.696
C -0.128 -1.662 -0.068
C -0.476 -2.901 -0.702
C -0.931 -3.989 0.087
C -1.294 -5.188 -0.478
C -1.142 -5.405 -1.875
N -1.558 -6.613 -2.451
C -2.749 -6.662 -3.283
C -0.627 -7.693 -2.748
C -0.610 -4.354 -2.661
C -0.347 -3.113 -2.110
C 2.431 1.226 -2.095
C 1.233 1.295 -3.056
C 3.333 0.012 -2.414
H 4.356 3.809 -3.256
H 4.660 2.101 -3.683
H 3.172 2.895 -4.233
H 3.052 2.244 0.894
H 0.678 3.686 -0.398
H 0.640 2.832 1.160
H 2.276 3.560 2.975
H 3.230 5.563 4.136
H 3.370 7.751 2.909
H 2.567 7.902 0.535
H 1.652 5.870 -0.580
H 0.919 0.643 0.966
H 0.981 -0.881 -1.727
H -0.377 -1.537 0.992
H -0.958 -3.853 1.170
H -1.701 -5.993 0.135
H -3.418 -5.826 -3.044
H -2.481 -6.625 -4.354
H -3.263 -7.614 -3.090
H 0.268 -7.610 -2.120
H -1.138 -8.648 -2.550
H -0.340 -7.676 -3.816
H -0.414 -4.538 -3.720
H -0.025 -2.300 -2.760
H 0.695 2.242 -2.904
H 1.609 1.236 -4.085
H 0.537 0.470 -2.890
H 4.316 0.148 -1.941
H 2.900 -0.928 -2.059
H 3.459 -0.045 -3.504